# 1
# C2H3OPS

C2H3OPS as an isolated structure (ωB97M-V/def2-TZVPD, the Open Molecules 2025 dataset).

Atoms and positions in Å:
C: -0.559 -0.008 -0.678
O: -1.227 -1.950 1.037
H: -1.104 0.168 -1.676
P: 0.986 0.141 1.181
H: 1.919 0.125 0.161
S: 0.031 -1.553 0.097
H: 0.011 2.058 -0.112
C: -0.056 1.019 -0.010

Properties
2S+1: 3
Orbital gap (spin up / spin down) (eV): 5.6 / 6.7
Expectation value of S²: 2.018
Energy (Eh): -892.54464
HOMO (spin up / spin down) (eV): -5.700 / -9.599
M (g/mol): 106.09
Lowest unoccupied orbital energy (spin up / spin down) (eV): -0.12 / -2.85

Löwdin population analysis, charges in e, atoms 1 to 2: -0.492 -0.433



# 2
# C2H3OSr

C2H3OSr as an isolated structure (ωB97M-V/def2-TZVPD, the Open Molecules 2025 dataset).

Atoms and positions in Å:
H: 1.934 0.202 -1.615
H: 3.019 -0.614 -0.400
H: 1.159 -2.317 -1.254
O: 0.247 1.257 0.316
C: 1.031 -1.453 -0.584
Sr: -1.060 -0.484 0.232
C: 1.978 -0.443 -0.723

Properties
2S+1: 2
Orbital gap (spin up / spin down) (eV): 6.0 / 5.8
Expectation value of S²: 0.762
Energy (Eh): -183.69179
HOMO (spin up / spin down) (eV): -6.806 / -6.573
M (g/mol): 130.67
Lowest unoccupied orbital energy (spin up / spin down) (eV): -0.81 / -0.79

Löwdin population analysis, charges in e, atoms 1 to 2: 0.063 0.071



# 3
# C2H3P

A 2-piece molecular cluster, C2H3P overall (ωB97M-V/def2-TZVPD, the Open Molecules 2025 dataset).

Atoms and positions in Å:
C: -0.113 0.818 -0.265
H: -0.902 -1.690 1.032
C: 0.466 1.847 -0.088
H: 0.491 -2.049 -0.373
P: -0.864 -1.716 -0.364
H: 0.921 2.790 0.058

Properties
Orbital gap (eV): 8.4
Energy (Eh): -419.16130
HOMO (eV): -9.920
M (g/mol): 58.02
Lowest unoccupied orbital energy (eV): -1.57

Löwdin population analysis, charges in e, atoms 1 to 2: -0.217 -0.199



What did the third record say?
# C2H3P

A 2-piece molecular cluster, C2H3P overall (ωB97M-V/def2-TZVPD, the Open Molecules 2025 dataset).

Atoms and positions in Å:
C: -0.113 0.818 -0.265
H: -0.902 -1.690 1.032
C: 0.466 1.847 -0.088
H: 0.491 -2.049 -0.373
P: -0.864 -1.716 -0.364
H: 0.921 2.790 0.058

Properties
Orbital gap (eV): 8.4
Energy (Eh): -419.16130
HOMO (eV): -9.920
M (g/mol): 58.02
Lowest unoccupied orbital energy (eV): -1.57

Löwdin population analysis, charges in e, atoms 1 to 2: -0.217 -0.199



Q: Which formula does entry 3 have?
A: C2H3P



Q: What is the M in the first record?
A: 106.09 g/mol